DFT (ωB97M-V/def2-TZVPD) results for 12 unconnected molecules or ions with the total composition C41H64F16O19 at a distorted geometry.

```
140
Properties=species:S:1:pos:R:3:forces:R:3:mulliken_charge:R:1
H 2.3475 -4.7633 4.0128 -0.277 -0.172 -0.605 -0.0798
C -7.5247 1.2179 0.5405 1.578 2.056 -0.140 -1.2992
H -4.5417 0.9146 2.3032 0.299 -0.329 0.232 0.1479
H -3.5638 4.2476 1.1977 -0.059 0.771 -0.753 0.1408
C -1.6693 -0.9104 3.4789 -1.083 -0.171 0.471 -0.3947
H 0.6221 2.1999 -0.7513 1.092 0.419 0.031 -0.1962
H -1.1260 -1.4985 2.7306 -0.003 -0.136 0.443 -0.1211
C 4.7658 1.2259 -5.1201 1.385 0.210 -0.117 0.8598
H 0.7215 1.5219 3.3158 -0.477 -0.418 0.701 0.3046
H -3.6972 -2.6144 0.9087 -0.170 -0.956 -0.176 0.2368
H 2.8492 -4.6646 5.6906 -0.194 0.060 -0.409 0.2154
H -2.3280 7.7737 1.7657 0.176 -0.190 0.505 0.2450
F -1.6695 -5.0866 3.3907 0.883 0.152 -0.750 -0.2737
H 1.8064 -8.2469 1.3582 -0.657 0.374 -0.233 0.3649
O 0.5148 -6.7313 3.6082 -1.121 1.485 -1.383 -0.5998
H 6.3179 0.4961 5.0963 -0.323 -0.466 -0.296 0.3886
H -2.6051 5.1613 -0.0233 -0.409 -0.035 0.638 -0.0890
C 0.4016 -3.2727 -5.8767 -0.026 0.039 -1.772 0.4101
C -3.1226 1.8196 -3.5271 0.829 -0.879 0.637 0.6823
H -5.1826 -4.0175 -1.9408 -0.165 -0.317 0.673 0.2586
C -3.6005 5.1183 0.4812 1.187 -0.718 0.137 -0.1760
F 0.8285 -2.0155 0.8099 0.561 0.349 0.657 -0.2667
O -1.8684 1.4582 3.1591 -0.893 0.933 -0.378 -0.5952
O 4.1343 -5.4162 3.0099 0.790 1.347 0.545 -0.5465
O -4.8154 7.0634 1.0044 -0.455 0.750 0.353 -0.5762
C 4.8100 0.7150 2.8635 0.827 1.078 0.318 -1.0351
C 6.0248 -3.9211 3.0883 0.349 0.202 -2.189 0.8328
H 0.9745 1.7054 -6.0516 -0.007 0.335 0.117 0.4059
H -0.3347 3.3941 -4.6306 1.509 0.671 -0.168 0.0864
O 2.7873 -0.0992 -5.1138 -1.442 -1.361 0.300 -0.4675
F 0.7963 7.8526 -0.5632 -0.368 -0.477 -1.132 -0.2675
H -5.6231 -0.3566 1.5997 0.281 -1.122 0.547 0.0441
C 2.6762 -4.0880 4.7665 0.529 0.731 1.979 0.1648
F 5.5056 0.0954 -5.0873 -0.871 0.755 0.501 -0.2469
H -5.0557 -4.9600 -0.3859 -0.522 0.943 -0.498 0.2403
F 5.8636 -3.1647 1.9271 -0.074 -0.670 1.284 -0.2420
H 5.3988 1.6694 3.0064 -0.944 -0.646 -0.065 0.4028
H -2.7293 -0.8989 3.2152 -0.038 -0.321 0.189 0.1555
H -6.6210 -4.3900 -1.0220 -2.564 -1.126 -0.332 0.4472
C -4.2284 -2.2547 0.0262 0.712 2.249 -0.401 -0.2326
O 1.1022 -6.2310 1.5022 -1.347 0.556 -0.110 -0.1877
O 2.6901 2.1740 -5.0405 -0.045 -0.411 0.480 -0.2426
C 0.7843 3.5397 -4.8378 -1.297 -0.287 1.826 -0.6189
H 0.9313 4.1867 -5.6738 0.109 0.499 -0.525 0.4647
H -4.9314 2.7988 -3.8818 -0.107 0.516 -0.094 0.4016
C -1.1878 0.5068 3.3880 1.285 -1.409 0.741 0.6378
H -1.0837 2.5328 0.8005 -0.319 -0.470 -0.626 0.3901
H -4.2947 4.9107 -0.3459 -0.240 0.301 0.714 0.3118
H 5.1013 0.0081 6.2484 -0.247 -0.226 -0.770 0.3144
H -7.6818 1.3823 -0.5322 0.171 -0.049 0.269 0.3056
C 1.7223 -2.9317 5.0831 0.400 0.807 -0.565 -0.8462
C -1.5389 -3.3562 -4.7795 -2.214 -2.295 1.143 0.4917
H 0.8747 1.4914 -4.3181 0.200 -0.228 0.232 -0.1736
H -3.9185 2.5107 -5.2915 -0.109 0.380 0.003 0.3608
O -1.9253 1.8589 -3.2722 -0.687 0.684 -0.739 -0.3333
C 0.3198 -6.0861 2.5851 2.579 -2.816 0.898 0.2520
H 3.9622 -7.5348 0.8121 1.180 -0.220 -0.504 0.3600
H 3.0545 3.3839 -2.1270 -0.949 -0.294 -0.012 0.0048
H -3.2925 7.1177 3.1296 0.132 0.210 1.055 0.4088
O -6.5490 -2.4236 0.3779 -0.823 0.342 -0.319 -0.5538
H 5.5764 0.0818 2.4577 0.248 -0.710 -0.340 0.3665
O 3.2146 0.1486 4.5051 -2.327 -0.273 0.391 -0.4472
C -0.0771 1.4023 -0.7825 -2.500 0.736 1.506 0.2552
C 4.6046 -4.4157 3.5183 0.575 -1.096 -0.621 0.4017
H 0.5249 -3.0613 -6.9800 0.280 -0.313 1.263 0.2501
O 2.3145 0.3301 -1.2477 0.013 0.230 -0.207 -0.4876
H 4.5475 5.1874 -2.4625 -0.028 0.444 -1.128 0.3723
C 2.1621 -7.2182 1.4897 -0.094 -0.432 0.880 -0.2867
O 2.0448 5.1469 -1.6717 -0.023 -0.368 0.197 -0.2942
C 3.2334 0.9842 -5.0122 2.860 1.058 -1.335 0.3061
O 4.0799 -3.6370 4.4198 -1.690 0.013 -0.038 -0.2678
C 3.0368 4.1458 -1.3548 0.559 0.061 0.278 0.2191
C -0.7082 -4.9730 2.4327 -0.852 0.219 0.754 1.0502
H 1.3028 3.9810 -3.9113 -0.918 -0.652 -1.336 -0.0839
H 0.5120 0.3859 4.7241 -0.171 0.206 -0.071 0.4784
H 5.6986 -1.1657 5.0792 0.302 -0.796 -0.172 0.0932
C 1.2761 2.1425 -5.0883 -1.070 0.256 -0.103 0.2027
H -2.0421 6.0704 2.2841 0.794 -0.250 0.701 0.2022
H -4.4056 1.1240 -2.1141 0.071 -0.786 -0.389 0.0150
H -0.2484 1.1002 -1.7666 -0.347 -0.231 -1.683 0.2951
F 5.1471 2.0757 -4.1446 0.140 -0.583 0.140 -0.2038
F -1.3197 -4.9330 1.2539 0.197 -0.120 0.036 -0.2340
H 4.6521 5.5561 -0.7341 -0.437 -0.854 -0.861 0.3581
H -8.1443 1.9628 1.0912 0.446 -0.646 -0.188 0.3333
H -4.6418 0.1795 -3.6458 0.165 0.229 0.115 0.5009
F 5.1159 1.8397 -6.2744 -0.657 -0.244 0.133 -0.2666
C -3.9141 2.8809 -4.2566 0.616 -0.656 0.020 -1.3255
C -3.8310 6.4223 1.2468 0.447 -0.828 -0.718 0.4962
H -2.2262 1.3405 0.1033 0.456 0.026 -0.456 0.1932
C -2.7358 6.8785 2.2563 -1.576 -0.089 -2.631 -0.9615
O 0.3722 0.2396 -0.0985 0.123 0.067 0.559 0.2828
O -5.1849 2.0089 0.2845 -0.916 -0.323 -0.017 -0.4741
F 6.7777 -4.9777 2.7246 -0.359 0.655 0.604 -0.2466
C -1.3729 1.9933 -0.1343 1.115 1.157 -0.473 -0.9440
C 1.5553 -0.1700 -0.4673 0.156 -0.007 -0.242 -0.1761
C 0.4557 6.7543 -1.2946 -0.822 0.223 0.744 0.9407
F 1.3853 -4.0913 -5.4220 0.240 0.053 -0.153 -0.2942
F 2.8336 -1.1131 1.1997 -0.413 -0.827 -0.163 -0.1170
H 2.0735 -2.2954 5.9074 0.036 -0.522 0.046 0.4620
C 4.3614 0.2136 4.2122 1.464 0.640 -0.607 0.8946
H 5.2271 4.0003 -1.3799 -0.639 0.162 -0.087 0.3791
H -3.5728 -2.3241 -0.8686 -0.272 -0.097 0.646 0.2775
O -2.5770 -3.8384 -4.3727 1.463 1.425 -0.522 -0.5761
H 2.6321 -7.2533 2.4695 -0.095 0.420 0.123 0.3013
C -5.6005 -2.8738 -0.2154 1.764 0.463 2.273 0.9146
H 0.7244 -3.3445 5.3491 0.675 0.226 -0.319 0.4195
H 1.6458 -2.1850 4.2556 -0.183 -0.892 0.283 -0.1063
H 0.2118 -1.0474 -5.4820 0.163 -0.786 0.047 -0.0093
C -6.0121 1.3885 0.9338 -0.753 1.014 -0.548 0.9097
C 1.2124 5.5862 -0.7154 1.298 -0.273 -1.190 0.3706
H -3.1515 -0.1176 -2.6110 -0.759 0.514 -0.306 0.0659
H 3.4729 -5.8424 0.5835 0.330 0.179 -0.262 0.2124
C 3.1955 -6.8780 0.4611 -1.409 -0.413 -1.116 -1.0474
H 3.9869 0.8307 2.1639 0.057 0.129 0.123 0.0571
O 1.0936 5.2384 0.4074 -0.041 -0.640 0.886 -0.5469
C 0.2721 0.5631 3.6716 1.465 1.665 -0.575 -0.4624
F 0.7342 6.8882 -2.5859 -0.589 0.936 0.305 -0.2212
F -0.0543 -3.8159 2.6158 -0.231 0.018 0.053 -0.1622
O -0.9142 -2.2889 -4.2969 -1.378 0.262 0.557 -0.1941
H -3.4597 3.8827 -4.1927 -0.318 -0.490 -0.009 0.3061
H -7.7457 0.2296 0.8116 -0.835 -1.346 0.361 0.4113
H 2.8665 -7.1371 -0.6062 0.568 0.507 1.549 0.3274
C 5.4179 -0.1430 5.1939 0.981 1.248 1.447 -1.0130
C -5.6315 -4.1560 -0.9281 2.640 -0.210 -1.002 -1.3236
F -0.8745 6.5326 -1.1221 0.723 0.493 -0.414 -0.2142
H -4.2655 -1.1580 0.3514 -0.417 -1.260 -0.990 -0.2695
F 2.3869 -2.3795 -0.5884 0.419 0.862 0.667 -0.2750
C 4.4238 4.7543 -1.5070 0.747 0.493 2.721 -1.5901
H 1.0542 -2.0224 -4.2237 0.426 0.104 -0.266 0.1678
O -0.8219 -3.9799 -5.7426 0.733 1.298 0.000 -0.3255
C -3.8945 0.6281 -2.9811 0.323 0.477 0.721 -0.6586
C 1.9145 -1.4384 0.2712 -0.235 -1.291 -0.585 0.9347
H 2.7588 3.7404 -0.3699 0.562 -0.020 -0.359 0.4356
H -1.5324 -1.2959 4.5406 -0.016 0.283 -1.439 0.3559
H -6.1536 0.5898 3.0083 -0.407 0.025 0.007 0.5008
C -5.5554 0.5893 2.1093 0.138 0.695 -0.511 -0.8387
F 6.7131 -3.1499 3.9326 -0.529 -0.562 0.064 -0.2230
H 0.8509 -0.1688 3.1270 -0.153 -0.610 -0.171 -0.3913
C 0.2799 -2.0359 -4.9829 0.308 0.266 -0.197 0.0701
H -1.6437 2.7887 -0.8995 -0.149 -0.932 1.040 0.0950
```
Forces are in eV/Å.

The lowest unoccupied orbital energy comes out at 0.3 eV. The charge is 0. As for the SMILES: O=C1OC[C@@H](F)O1.CCOC(=O)C(F)(F)F.CCOC(=O)C(F)(F)F.CCOC(=O)C(F)(F)F.CCOC(=O)C(F)(F)F.CCOC(=O)C(F)(F)F.CC(C)=O.CC(C)=O.CC(C)=O.CC(C)=O.CC(C)=O.CC(C)=O. The energy comes out at -4628.0879 a.u. The molar mass comes out at 1164.9 g mol⁻¹. The HOMO-LUMO gap is 0.3404 hartree. The spin multiplicity is 1.

DFT (ωB97M-V/def2-TZVPD) results for a molecular structure, C41H65AsBF4N3O4SSeTl.

```
122
Properties=species:S:1:pos:R:3:forces:R:3:mulliken_charge:R:1
C 1.5334 1.5358 -2.0688 0.366 -0.146 -0.048 0.0103
H 7.4713 -0.2447 -2.5895 -0.005 -0.001 0.003 0.4889
H 3.3185 -1.1176 -0.7500 0.022 0.006 -0.003 1.0824
C -5.2087 0.8684 5.8295 -0.008 0.011 -0.041 -0.8578
N 0.7270 -0.4446 -1.0695 0.077 -0.265 0.096 0.5408
C 3.3869 -4.7471 -2.0926 -0.008 0.009 -0.027 -1.9301
C -0.0313 3.0548 2.7180 -0.034 0.010 -0.024 -0.0086
H -2.1081 0.7287 -2.6791 -0.094 -0.016 -0.004 0.0442
C -4.5285 1.1481 3.4450 -0.068 0.112 0.031 -0.9153
H 6.3789 0.8965 -3.3789 0.001 -0.010 0.006 0.2739
Se -2.2683 4.5624 0.1273 -0.175 0.008 0.243 -0.3820
H -5.4923 1.6341 3.2661 0.011 -0.006 -0.034 0.3183
H -5.5878 -0.7215 7.2388 0.003 0.002 -0.006 0.3756
H -3.6756 -0.8342 3.2674 -0.061 0.041 -0.007 -0.0319
C 1.4601 3.5932 -4.3362 -0.014 0.014 -0.037 -1.3679
H -4.7632 -0.3866 1.9517 -0.001 0.017 -0.106 -0.0910
H 2.5354 -5.9656 1.0236 0.003 0.006 -0.004 0.3027
N -4.2085 1.3203 4.8660 -0.013 -0.050 0.002 0.2942
H -3.8842 -0.2742 7.0870 -0.006 0.007 -0.012 0.3198
H 2.3179 -2.5099 -1.8661 -0.009 -0.013 -0.013 1.1646
C -2.9705 -3.7318 1.0868 -0.026 0.003 0.039 -1.7805
C -2.6895 4.0288 -4.8524 -0.015 0.021 -0.023 -1.1602
F -3.9201 0.4896 -0.3658 -0.116 0.004 -0.024 -0.0395
C 4.2170 0.5347 -1.7259 0.005 0.135 -0.065 -0.8739
H 0.9723 -6.0005 -2.4137 0.006 0.004 0.003 0.3520
C -1.4165 1.4458 3.5559 -0.026 0.006 -0.107 -0.2540
C -1.5632 3.6510 4.4388 0.072 0.011 0.047 -0.5519
H -6.1417 0.7342 5.2800 0.002 -0.008 0.002 0.4035
C 1.9320 4.6312 -2.0961 0.086 -0.002 0.036 -1.2891
O -2.9619 2.1250 6.5720 -0.064 0.101 -0.027 -0.6843
H -1.9991 4.3637 5.1274 -0.016 -0.014 -0.005 0.5001
C -3.1096 1.9259 5.3701 0.097 -0.130 0.008 0.3788
O 2.1898 0.3798 1.9941 0.019 0.021 -0.038 -0.7473
C 0.4634 -4.2450 0.3914 -0.060 -0.051 0.088 -0.3627
C -0.5084 -3.3715 0.7409 0.033 -0.040 0.001 -0.4764
C 3.1622 -0.2185 -1.3267 -0.169 0.036 0.057 0.0566
H -0.1890 5.0329 3.5208 -0.007 -0.002 0.008 0.4105
H 1.7976 2.8785 -5.0915 0.019 -0.002 0.000 0.3522
H 1.3703 4.5734 -4.8136 -0.007 0.002 0.010 0.4972
H -2.3209 -2.8737 3.6338 -0.004 0.011 -0.016 0.5359
C 2.4645 3.6756 -3.1748 0.024 0.018 -0.008 2.5202
H -1.6889 4.3988 -5.0722 0.000 -0.021 0.004 0.2822
H 1.0133 4.2559 -1.6537 0.074 -0.014 -0.005 -0.0482
C 1.4898 -3.9941 -0.5968 0.008 0.077 -0.058 -0.4368
H -5.4228 -0.8271 3.5228 0.009 0.008 0.024 0.4751
H 5.2798 -1.0579 0.3173 0.011 0.009 -0.001 0.4161
H 3.8119 -4.8185 0.6126 -0.005 0.000 -0.009 0.3149
C 2.3942 -5.1510 -1.0039 0.022 0.010 0.013 1.8834
As -2.6644 3.1713 -3.1263 -0.279 0.035 0.087 0.8392
H 7.3746 1.0176 -0.4040 -0.004 0.002 -0.003 0.4558
H 6.8367 -1.3584 -0.4624 0.000 0.007 -0.003 0.4943
C 3.7604 4.2729 -3.7282 0.023 0.009 -0.038 -2.3990
C -1.3437 -5.0428 2.4334 -0.019 -0.053 0.013 -2.4090
H 0.4655 -5.2215 0.8600 0.004 0.017 -0.025 0.4649
H 4.1958 3.6498 -4.5140 -0.010 -0.010 0.006 0.4044
N -0.4359 1.7861 2.7184 0.151 -0.027 0.184 -0.3078
C 1.5431 -6.3118 -1.5367 -0.020 -0.020 -0.006 -1.7150
H 4.5106 4.4165 -2.9474 -0.020 0.013 0.000 0.4005
H -5.1385 3.0730 -3.3151 -0.020 -0.015 0.013 0.4157
H 5.3548 -1.9771 -1.1915 -0.010 -0.003 -0.023 0.1507
H 0.8357 -6.6719 -0.7884 0.004 0.001 -0.003 0.3118
H 1.2820 0.6589 2.1921 -0.050 0.025 -0.010 0.4133
H -3.7281 -4.0386 1.8139 0.018 -0.003 0.012 0.4480
H -1.4137 -5.8687 1.7207 0.000 0.017 -0.004 0.4073
F -6.1797 0.6096 -0.7416 -0.011 -0.011 -0.046 -0.3419
H -4.6674 -1.2292 5.8154 0.002 0.000 -0.004 0.2248
C 1.8113 0.2149 -1.5201 0.119 0.010 0.031 -1.3169
H -1.8468 -1.6457 2.4483 0.040 -0.006 -0.026 -0.2000
H 2.1848 -7.1497 -1.8220 -0.006 0.007 0.001 0.4648
H 3.8428 -6.4609 -0.0530 -0.008 0.005 -0.005 0.4999
O -1.4876 -1.2876 0.1600 0.033 -0.287 0.191 -0.2393
H -3.3815 4.8664 -4.8037 0.012 0.020 -0.028 0.3544
H 4.0458 -3.9435 -1.7602 0.011 0.014 0.024 0.1348
C -4.4587 3.0901 -2.4643 -0.030 0.037 -0.037 -0.8509
Tl -1.3280 1.2747 -0.1368 0.096 0.084 0.144 1.3270
C -0.5531 4.0164 3.5703 -0.031 0.006 -0.058 -0.9391
C 6.4189 -0.0107 -2.7728 0.024 0.015 -0.018 -1.7295
H -3.2620 -2.7643 0.6843 0.030 -0.021 -0.037 0.1902
H 2.2924 0.5379 1.0481 -0.014 -0.034 -0.011 0.3691
H 5.9820 -0.8233 -3.3569 -0.007 0.001 0.011 0.3204
H -1.7461 0.4121 3.5165 0.068 -0.004 0.019 0.7195
F -5.1742 -1.4451 -0.4703 -0.006 0.033 -0.008 -0.3643
C 6.3381 1.2825 -0.6303 0.025 0.022 0.014 -1.6722
C -4.8106 -0.4210 6.5331 -0.006 -0.019 0.036 -1.0567
C 0.6593 -1.7150 -0.7287 0.075 0.299 -0.182 -1.3630
C 5.7842 -1.1331 -0.6483 -0.009 -0.025 0.023 -2.0647
H -2.9325 1.0155 -4.2211 0.032 -0.074 0.027 0.5771
C 5.6697 0.1659 -1.4448 -0.016 -0.005 -0.032 1.9946
H -4.6145 3.9700 -1.8426 -0.026 -0.003 0.003 0.4127
F -4.7734 -0.2010 -2.3778 -0.024 0.009 -0.038 -0.3879
C -1.5867 -2.6155 2.8655 0.043 -0.031 0.006 -1.2207
C -4.6010 -0.3088 3.0241 0.009 -0.068 0.024 -0.2597
H 2.6787 4.7641 -1.3088 0.016 -0.011 -0.008 0.3230
H 0.4810 3.2836 -3.9767 0.038 0.005 0.013 -0.1278
C 2.6913 2.2989 -2.5558 -0.238 -0.060 0.082 -0.7391
C -1.5908 -3.6899 1.7656 -0.020 0.000 -0.009 2.7849
C 1.5882 -2.7480 -1.1065 0.037 -0.111 0.046 -0.0301
H -0.3656 -5.0868 2.9193 -0.008 0.013 0.012 0.4159
H 5.8095 1.4401 0.3118 -0.001 -0.010 -0.004 0.3548
O 0.3639 1.9677 -2.1496 -0.109 0.093 -0.126 -0.3905
C -2.1397 1.3653 -3.5571 0.018 0.052 0.009 -0.9455
S -1.5467 4.6103 -1.9326 0.088 0.056 -0.328 -0.4076
H 4.7842 2.3429 -2.7443 -0.017 -0.007 -0.005 0.4067
H -0.6054 -2.5440 3.3426 -0.006 -0.015 -0.016 0.3347
H -2.9999 3.3202 -5.6184 -0.022 -0.001 -0.002 0.4194
H -3.7999 1.6890 2.8460 -0.018 -0.025 0.003 0.3903
H 3.5446 5.2530 -4.1590 -0.005 -0.004 0.002 0.4626
C -2.0260 2.3417 4.4184 -0.062 0.041 -0.024 0.3442
H -2.1063 -5.2052 3.1974 0.003 -0.001 -0.002 0.4404
H 6.3471 2.2292 -1.1729 -0.008 -0.006 0.004 0.3095
H -1.1679 1.3703 -4.0395 0.036 0.028 -0.019 0.2342
H -2.9717 -4.4623 0.2737 -0.008 0.012 0.003 0.3279
B -5.0394 -0.1620 -0.9944 0.134 -0.006 0.058 0.2033
H 4.0119 -5.6039 -2.3538 -0.004 0.001 0.001 0.4807
H 2.8760 -4.4148 -2.9984 -0.009 -0.006 0.004 0.4028
H 0.7288 3.3165 1.9909 0.035 -0.017 0.035 0.3853
C 3.1913 -5.6265 0.2201 0.004 -0.006 0.024 -1.7001
C 3.9334 1.7723 -2.3934 0.135 -0.105 0.076 0.0113
C -0.5331 -2.0698 0.0587 -0.167 0.179 -0.088 0.9809
H -4.5918 2.1880 -1.8740 0.012 0.024 0.031 0.1896
H -5.3603 1.6597 6.5642 0.014 0.002 0.017 0.4523
H 1.7255 5.6118 -2.5360 -0.021 -0.015 0.016 0.4230
```
Forces are in eV/Å.

The lowest unoccupied orbital energy (spin up / spin down) comes out at 1.0 / 1.0 eV. The charge is -1. The energy comes out at -7699.1020 a.u. The molar mass comes out at 1141.1 g mol⁻¹. The HOMO-LUMO gap (spin up / spin down) is 0.2020 / 0.2018 hartree. The spin multiplicity is 1.